Entry 1:
{
  "formula": "C24H26ClIN5O6V",
  "method": "ωB97M-V/def2-TZVPD",
  "symbols": ["V", "C", "C", "O", "N", "C", "C", "C", "C", "C", "C", "N", "H", "H", "H", "H", "H", "H", "H", "H", "H", "H", "O", "Cl", "O", "O", "O", "I", "C", "C", "C", "C", "N", "C", "H", "H", "H", "H", "C", "N", "N", "C", "O", "C", "C", "C", "C", "C", "C", "C", "C", "C", "H", "H", "H", "H", "H", "H", "H", "H", "H", "H", "H", "H"],
  "xyz": [[0.9006, 0.5496, -0.7816], [4.6997, 2.6898, 2.8204], [3.5756, 2.0491, 2.0495], [3.1861, 2.4574, 0.9717], [2.9463, 0.9940, 2.6495], [1.7905, 0.3668, 2.0705], [0.5763, 1.2725, 1.9607], [-0.1323, 1.6589, 3.0828], [-1.2382, 2.4779, 2.9378], [-1.6066, 2.8979, 1.6720], [-0.8540, 2.4769, 0.5961], [0.2167, 1.6828, 0.7342], [5.5011, 2.9209, 2.1228], [5.0856, 2.0721, 3.6303], [4.3394, 3.6299, 3.2395], [3.2518, 0.6897, 3.5572], [1.5472, -0.4874, 2.7011], [2.0575, -0.0715, 1.0945], [0.1766, 1.3111, 4.0605], [-1.8106, 2.7816, 3.8047], [-2.4631, 3.5370, 1.5124], [-1.1086, 2.7667, -0.4159], [0.7389, 0.5947, -4.3501], [0.0975, -0.0923, -3.2852], [-0.9240, -0.9741, -3.7213], [-0.4724, 0.9100, -2.2901], [1.1049, -0.8194, -2.4351], [3.3371, 5.2286, -3.6971], [3.5119, 3.3623, -2.8252], [4.7220, 2.6930, -2.7744], [4.7674, 1.4395, -2.1842], [3.6051, 0.9053, -1.6730], [2.4357, 1.5571, -1.7021], [2.3931, 2.7624, -2.2764], [5.6150, 3.1397, -3.1909], [5.6913, 0.8817, -2.1285], [3.6056, -0.0777, -1.2154], [1.4288, 3.2525, -2.2967], [-3.5811, -4.1960, -0.9121], [-2.2916, -3.6521, -0.4995], [-2.1209, -2.3101, -0.2465], [-0.7844, -2.0249, -0.2039], [-0.4023, -0.8574, 0.1075], [-0.1101, -3.2252, -0.5124], [-1.0713, -4.1870, -0.7018], [-0.9111, -5.6185, -1.0855], [-3.1726, -1.4517, 0.1920], [-3.3375, -0.2425, -0.4648], [-4.3440, 0.6149, -0.0486], [-5.1789, 0.2566, 1.0019], [-5.0045, -0.9618, 1.6460], [-3.9903, -1.8209, 1.2472], [-4.2911, -3.3808, -1.0128], [-3.9556, -4.9019, -0.1739], [-3.4774, -4.6843, -1.8783], [0.9542, -3.3541, -0.6014], [0.1218, -5.8091, -1.3649], [-1.5434, -5.8853, -1.9324], [-1.1704, -6.2742, -0.2531], [-2.6883, 0.0078, -1.2941], [-4.4878, 1.5572, -0.5620], [-5.9732, 0.9230, 1.3110], [-5.6542, -1.2438, 2.4637], [-3.8298, -2.7649, 1.7540]],
  "forces_ev_per_angstrom": [[-0.4, -1.5, -0.2], [0.0, -0.1, -0.1], [-0.3, 0.1, 0.2], [0.1, -0.1, -0.1], [0.3, 0.2, 0.3], [-0.2, -0.1, -0.1], [0.0, 0.2, -0.2], [0.1, 0.0, 0.1], [-0.1, 0.0, 0.1], [0.0, 0.1, 0.0], [0.2, -0.1, 0.1], [-0.5, 0.6, 1.0], [0.0, 0.0, 0.0], [0.0, 0.0, 0.0], [0.0, 0.0, 0.0], [0.0, 0.0, 0.0], [-0.1, 0.0, -0.1], [0.0, 0.1, 0.0], [0.0, 0.0, 0.0], [0.0, 0.0, 0.0], [0.0, 0.0, 0.0], [0.0, 0.0, 0.0], [-0.2, -0.3, 0.4], [0.2, 0.1, 0.5], [0.3, 0.2, 0.2], [0.2, -0.5, -0.9], [-0.7, 0.3, -0.8], [0.0, 0.1, -0.1], [0.0, -0.1, 0.0], [0.1, 0.0, 0.0], [0.0, 0.0, -0.1], [0.0, 0.2, 0.0], [0.8, 0.6, -0.3], [-0.2, -0.2, 0.1], [0.0, 0.0, 0.0], [0.0, 0.0, 0.0], [0.0, 0.0, 0.0], [0.0, 0.0, 0.0], [0.1, 0.1, 0.0], [-0.1, 0.0, 0.0], [-0.1, 0.0, 0.1], [-0.2, 0.4, 0.0], [0.4, -0.1, 0.0], [0.1, 0.0, 0.0], [0.0, -0.2, -0.1], [0.0, 0.0, 0.0], [0.1, -0.1, -0.2], [-0.1, 0.0, 0.0], [0.0, 0.0, 0.0], [0.0, 0.0, 0.0], [0.0, 0.0, 0.0], [0.0, 0.0, 0.1], [0.0, 0.0, 0.0], [0.0, 0.0, 0.0], [0.0, 0.0, 0.0], [0.0, 0.0, 0.0], [0.0, 0.0, 0.0], [0.0, 0.0, 0.0], [0.0, 0.0, 0.0], [0.0, 0.0, 0.0], [0.0, 0.0, 0.0], [0.0, 0.0, 0.0], [0.0, 0.0, 0.0], [0.0, 0.0, 0.0]],
  "charge": 1,
  "spin_multiplicity": 4,
  "lumo_energy_ha": [-0.0756, -0.0848],
  "homo_energy_ev": [-10.126, -11.220]
}

Entry 2:
{
  "formula": "C15H15BF4NO3PS6Ti",
  "method": "ωB97M-V/def2-TZVPD",
  "symbols": ["Ti", "S", "C", "S", "C", "C", "S", "S", "S", "S", "C", "C", "C", "C", "C", "C", "C", "C", "C", "N", "H", "H", "H", "H", "H", "H", "F", "B", "F", "F", "F", "C", "O", "P", "O", "C", "O", "C", "H", "H", "H", "H", "H", "H", "H", "H", "H"],
  "xyz": [[0.0150, 0.2021, 0.2603], [5.6149, 0.2126, 5.1483], [4.3796, 0.2152, 4.0795], [4.5845, 0.4823, 2.3747], [2.9049, 0.3303, 1.9335], [2.0449, 0.0834, 2.9312], [0.3520, -0.0626, 2.6013], [2.7226, -0.0546, 4.5302], [2.3432, 0.5046, 0.2925], [0.7614, 2.3786, -3.6451], [1.2771, 0.7770, -3.9307], [1.1948, -0.0048, -2.8157], [0.6963, 0.6993, -1.6836], [0.4222, 2.0026, -2.0014], [-0.0951, 2.9217, -1.0073], [-0.3329, 4.2771, -1.2015], [-0.8081, 5.0313, -0.1477], [-1.0363, 4.4256, 1.0818], [-0.7869, 3.0765, 1.2050], [-0.3282, 2.3408, 0.1868], [1.6211, 0.4933, -4.9129], [1.4862, -1.0456, -2.8157], [-0.1420, 4.7230, -2.1679], [-0.9985, 6.0881, -0.2810], [-1.4059, 4.9827, 1.9295], [-0.9547, 2.5476, 2.1332], [-1.9267, 0.2211, 1.1817], [-2.8233, 0.4564, 0.0145], [-3.8541, -0.4164, 0.0029], [-3.1768, 1.7674, -0.0204], [-1.8477, 0.1565, -1.0256], [-0.8030, -3.9019, 2.1516], [-0.9630, -4.0454, 0.7298], [-1.5383, -2.7560, -0.0447], [-1.5529, -3.4521, -1.4880], [-2.3773, -2.8665, -2.5142], [-0.0580, -1.8675, -0.1659], [1.1395, -2.6422, -0.4727], [-0.6727, -4.9021, 2.5534], [-1.6839, -3.4380, 2.5990], [0.0709, -3.2904, 2.3820], [-1.7689, -2.7684, -3.4097], [-2.7504, -1.8858, -2.2204], [-3.2149, -3.5336, -2.7067], [1.4519, -3.1786, 0.4198], [1.9121, -1.9441, -0.7711], [0.9057, -3.3407, -1.2725]],
  "forces_ev_per_angstrom": [[-0.1, 0.1, 0.1], [0.0, 0.0, 0.0], [0.0, 0.0, 0.0], [0.0, 0.0, 0.0], [0.0, 0.0, 0.0], [0.0, 0.0, 0.0], [0.0, 0.0, 0.1], [0.0, 0.0, 0.0], [0.0, 0.0, 0.0], [0.0, 0.0, 0.0], [0.0, 0.0, 0.0], [0.0, 0.0, 0.0], [0.0, 0.0, 0.0], [0.0, 0.0, 0.0], [0.0, 0.0, 0.0], [0.0, 0.0, 0.0], [0.0, 0.0, 0.0], [0.0, 0.0, 0.0], [0.0, 0.0, 0.0], [0.0, -0.1, 0.0], [0.0, 0.0, 0.0], [0.0, 0.0, 0.0], [0.0, 0.0, 0.0], [0.0, 0.0, 0.0], [0.0, 0.0, 0.0], [0.0, 0.0, 0.0], [0.0, 0.0, -0.1], [0.0, 0.1, 0.0], [0.0, 0.0, 0.0], [0.0, 0.0, 0.0], [0.1, 0.0, 0.0], [0.0, 0.0, 0.0], [0.0, 0.0, 0.1], [0.0, 0.0, 0.1], [0.0, 0.0, -0.1], [0.0, 0.0, 0.0], [0.0, 0.1, -0.1], [0.0, 0.0, 0.0], [0.0, 0.0, 0.0], [0.0, 0.0, 0.0], [0.0, 0.0, 0.0], [0.0, 0.0, 0.0], [0.0, 0.0, 0.0], [0.0, 0.0, 0.0], [0.0, 0.0, 0.0], [0.0, 0.0, 0.0], [0.0, 0.0, 0.0]],
  "e_above_lowest_kcal_mol": 0.0,
  "lumo_energy_ha": [-0.0419, -0.0418],
  "homo_energy_ev": [-7.524, -7.525]
}

Entry 3:
{
  "formula": "C25H70N6O7",
  "method": "ωB97M-V/def2-TZVPD",
  "symbols": ["C", "O", "H", "H", "H", "H", "C", "C", "C", "O", "C", "N", "H", "H", "H", "H", "H", "H", "H", "H", "H", "H", "H", "C", "C", "C", "O", "C", "N", "H", "H", "H", "H", "H", "H", "H", "H", "H", "H", "H", "C", "C", "C", "O", "C", "N", "H", "H", "H", "H", "H", "H", "H", "H", "H", "H", "H", "C", "C", "C", "O", "C", "N", "H", "H", "H", "H", "H", "H", "H", "H", "H", "H", "H", "C", "C", "C", "O", "C", "N", "H", "H", "H", "H", "H", "H", "H", "H", "H", "H", "H", "C", "C", "C", "O", "C", "N", "H", "H", "H", "H", "H", "H", "H", "H", "H", "H", "H"],
  "xyz": [[0.1197, -0.0717, -0.4763], [0.8369, 0.4480, -1.5924], [0.2980, 0.6122, 0.3579], [-0.9503, -0.0852, -0.6872], [0.5553, -1.0071, -0.1108], [0.4966, -0.0296, -2.3870], [-0.1734, -6.1035, 5.6663], [0.8719, -5.4433, 4.7982], [0.1394, -4.8189, 3.5812], [1.0477, -4.4376, 2.5441], [0.5620, -3.4992, 1.6417], [1.5644, -4.4168, 5.5807], [-0.7312, -5.4288, 6.3158], [0.2811, -6.7938, 6.3851], [-0.8200, -6.7721, 5.0945], [1.6203, -6.1303, 4.4005], [-0.3806, -3.8797, 3.8122], [-0.6028, -5.4851, 3.1249], [1.1568, -3.3828, 0.7342], [0.5464, -2.5212, 2.1422], [-0.4380, -3.7361, 1.2531], [2.1412, -3.8943, 4.9216], [0.8635, -3.7073, 5.8792], [-1.9378, -0.8661, 7.2553], [-1.2469, -1.7660, 6.2226], [-0.8140, -0.9576, 4.9975], [-1.9314, -0.4923, 4.2913], [-1.6449, 0.1659, 3.0781], [-0.0618, -2.3898, 6.7950], [-2.8793, -0.5354, 6.8073], [-1.3768, 0.0571, 7.4284], [-2.0978, -1.2948, 8.2444], [-1.9374, -2.5448, 5.8921], [-0.1466, -1.6141, 4.4245], [-0.1676, -0.1133, 5.2752], [-2.5990, 0.2527, 2.5631], [-0.8955, -0.3262, 2.4504], [-1.2548, 1.1779, 3.2377], [0.6848, -1.7619, 7.0698], [-0.3874, -2.8342, 7.6473], [-3.3464, -1.8323, 0.1236], [-4.7053, -1.2141, -0.1998], [-4.5595, 0.1505, -0.8551], [-4.0073, 1.0629, 0.0803], [-3.6636, 2.2797, -0.5638], [-5.4648, -2.0987, -1.0949], [-3.4836, -2.8777, 0.4051], [-2.8124, -1.3240, 0.9211], [-2.7381, -1.8667, -0.7865], [-5.2440, -1.1160, 0.7451], [-5.5284, 0.5561, -1.1718], [-3.8933, 0.0388, -1.7225], [-3.1858, 2.9138, 0.1819], [-4.5951, 2.8040, -0.8116], [-3.0139, 2.1785, -1.4327], [-4.8960, -2.1670, -1.9413], [-6.2968, -1.6657, -1.4868], [-1.5647, 1.3313, -4.2366], [-0.5158, 0.3607, -4.8148], [0.8213, 0.9934, -5.1760], [0.7543, 1.8235, -6.3019], [0.4176, 1.2441, -7.5329], [-0.2867, -0.7015, -3.8014], [-2.5417, 0.8757, -4.0677], [-1.5905, 2.1596, -4.9470], [-1.3325, 1.7416, -3.2501], [-0.9163, -0.1287, -5.7066], [1.5108, 0.1678, -5.4136], [1.2645, 1.4912, -4.3129], [-0.6166, 0.8928, -7.5511], [1.1139, 0.4570, -7.8415], [0.4817, 1.9709, -8.3430], [-1.1632, -1.1903, -3.6374], [0.2559, -1.4064, -4.3028], [0.0556, 3.8297, 0.7154], [0.3744, 4.2208, -0.7158], [1.8213, 3.9244, -1.1188], [2.7434, 4.8090, -0.5157], [2.6202, 6.1489, -0.8955], [-0.5487, 3.4890, -1.5979], [0.3107, 2.7851, 0.9185], [-1.0054, 3.8553, 0.9641], [0.6198, 4.4848, 1.3819], [0.0218, 5.2466, -0.8401], [1.8998, 3.9450, -2.2150], [2.0660, 2.8905, -0.8728], [2.5716, 6.2837, -1.9831], [3.3664, 6.7952, -0.4421], [1.6551, 6.5607, -0.5682], [-0.2254, 2.5465, -1.7972], [-0.5798, 3.9243, -2.5156], [3.8464, -1.0521, -2.0723], [4.3529, 0.3377, -1.6212], [4.0067, 1.4254, -2.6593], [4.5283, 1.1445, -3.9328], [4.5129, 2.2367, -4.8184], [3.7546, 0.6608, -0.3195], [4.4972, -1.8129, -1.6399], [3.8235, -1.1069, -3.1648], [2.8156, -1.2632, -1.7858], [5.4373, 0.3121, -1.5045], [4.5192, 2.3163, -2.2776], [2.9188, 1.5439, -2.6338], [5.0707, 3.0789, -4.3942], [3.4758, 2.5624, -4.9671], [4.9350, 1.9209, -5.7688], [4.0188, -0.0959, 0.3018], [2.7512, 0.5740, -0.4572]],
  "forces_ev_per_angstrom": [[0.7, 0.8, 0.2], [-0.2, -0.1, 0.2], [-0.2, 0.2, -0.1], [0.0, -0.4, 0.2], [-0.4, -0.4, -0.4], [0.1, 0.1, 0.0], [0.3, -1.5, 0.7], [-0.6, 1.4, -0.6], [0.0, 0.5, -1.0], [1.1, -1.0, 0.0], [-0.7, 0.7, 0.0], [-0.1, 0.4, -0.5], [-0.2, 0.3, -0.5], [0.3, 0.2, 0.0], [-0.3, 0.4, -0.1], [-0.2, -0.3, 0.1], [-0.2, -0.2, 0.8], [0.0, -0.2, 0.2], [0.6, -0.4, 0.3], [-0.3, 0.1, -0.2], [-0.2, 0.0, 0.3], [0.3, -0.2, 0.1], [0.5, -0.7, 0.0], [-0.5, 0.7, -0.7], [0.3, 1.4, 0.6], [0.4, -0.2, 0.2], [0.1, -0.5, -0.1], [-0.1, 0.5, 0.1], [-0.4, -0.6, 0.3], [-0.2, -0.1, 0.4], [0.3, -0.1, -0.1], [-0.1, -0.4, -0.2], [0.1, -0.1, 0.0], [-0.3, -0.1, -0.5], [-0.1, 0.1, 0.3], [0.1, 0.0, -0.2], [-0.1, -0.5, 0.1], [0.0, 0.1, 0.2], [-0.2, 0.4, -0.1], [0.4, -0.2, 0.1], [-0.3, -0.5, -0.5], [-0.3, 0.2, 0.1], [0.2, 0.3, 1.0], [0.6, -0.2, -0.6], [-0.7, 0.5, 1.0], [0.6, -0.2, -0.7], [-0.1, 0.0, 0.2], [0.0, 0.2, -0.1], [0.2, 0.2, 0.0], [-0.2, 0.1, -0.1], [-0.1, -0.2, -0.2], [0.0, 0.1, -0.1], [0.3, -0.1, -0.1], [0.1, 0.0, -0.5], [0.0, -0.2, 0.0], [0.1, -0.5, 0.1], [-0.2, 0.2, 0.6], [0.6, 0.2, -0.4], [-1.0, -0.2, 1.2], [0.1, -1.3, -0.4], [0.1, 1.3, 0.2], [-0.1, -0.3, -0.4], [0.4, -0.6, -0.9], [-0.1, -0.1, -0.6], [-0.6, 0.1, 0.1], [0.6, -0.1, -0.2], [-0.1, 0.3, -0.1], [0.1, -0.1, 0.1], [-0.2, 0.5, -0.2], [0.0, -0.3, 0.0], [-0.1, -0.3, 0.3], [0.1, 0.5, 0.4], [-0.1, 0.3, 0.2], [0.3, -0.1, 0.5], [0.4, -0.2, 0.4], [-1.4, -0.9, -0.3], [-0.4, 0.9, -0.1], [0.8, -0.5, 0.3], [-1.5, 0.5, -0.3], [-0.2, -0.2, -0.7], [0.4, 0.1, -0.1], [-0.1, 0.5, -0.3], [-0.1, -0.2, 0.2], [0.7, 0.2, 0.0], [0.0, 0.4, -0.1], [0.2, 0.1, 0.5], [0.5, -0.1, -0.1], [0.4, -0.5, 0.0], [0.0, 0.0, 0.2], [0.3, -0.2, 0.4], [0.0, 0.2, 0.1], [0.3, 0.2, -0.6], [-0.8, -0.8, -0.6], [0.7, 0.2, 1.2], [0.1, -0.9, -0.1], [-0.6, 0.2, 0.5], [0.2, 0.4, -0.3], [-0.1, -0.2, -0.2], [0.5, -0.3, 0.0], [0.0, 0.3, 0.4], [0.0, 0.0, -0.1], [-0.5, 0.4, 0.0], [-0.1, 0.2, -0.3], [0.1, 0.0, -0.1], [0.0, 0.1, -0.2], [0.1, 0.0, 0.1], [0.0, 0.1, 0.2], [0.0, 0.0, 0.1]],
  "e_above_lowest_kcal_mol": 31.5,
  "smiles": "COC[C@H](C)N.COC[C@H](C)N.COC[C@H](C)N.COC[C@H](C)N.COC[C@H](C)N.COC[C@H](C)N.CO",
  "lumo_energy_ha": 0.0100,
  "homo_energy_ev": -8.636
}

Entry 4:
{
  "formula": "C19H25ClN4O3",
  "method": "ωB97M-V/def2-TZVPD",
  "symbols": ["O", "C", "N", "H", "C", "H", "H", "C", "N", "C", "O", "N", "H", "C", "H", "C", "H", "H", "H", "H", "H", "C", "C", "C", "C", "O", "N", "C", "H", "H", "C", "H", "H", "C", "C", "C", "C", "C", "C", "C", "H", "H", "Cl", "H", "H", "H", "H", "H", "H", "H", "H", "H"],
  "xyz": [[-3.4448, -0.5493, -1.1547], [-2.8245, -0.0427, -0.2392], [-2.9030, -0.5054, 1.0311], [-2.2448, -0.1668, 1.7144], [-3.5000, -1.7888, 1.3117], [-4.0297, -1.7466, 2.2661], [-4.2135, -1.9910, 0.5103], [-2.4279, -2.8964, 1.3707], [-1.6169, -2.9545, 0.1883], [-0.4886, -2.2035, 0.0447], [0.0814, -1.5884, 0.9283], [-0.1132, -2.2527, -1.2643], [0.8224, -2.0133, -1.5443], [-0.9152, -3.1876, -2.0217], [-1.2037, -2.7587, -2.9833], [-2.1234, -3.3953, -1.0961], [-2.4431, -4.4387, -1.0442], [-2.9656, -2.7694, -1.4142], [-0.3737, -4.1261, -2.1987], [-2.9112, -3.8650, 1.5231], [-1.7460, -2.6971, 2.2026], [-1.9580, 1.1877, -0.4551], [-2.8118, 2.4663, -0.4915], [-1.9636, 3.7033, -0.1459], [-0.4888, 3.5503, -0.4810], [0.1510, 4.3915, -1.0795], [0.0529, 2.4070, 0.0028], [-0.8262, 1.4010, 0.5535], [-0.2542, 0.4853, 0.7116], [-1.2260, 1.7458, 1.5155], [1.4086, 2.0247, -0.3148], [1.8311, 2.8144, -0.9388], [1.3907, 1.0900, -0.8886], [2.2608, 1.8211, 0.9491], [3.4616, 0.9827, 0.6235], [3.3403, -0.4027, 0.5822], [4.4202, -1.1974, 0.2444], [5.6336, -0.6006, -0.0576], [5.7746, 0.7763, -0.0251], [4.6852, 1.5598, 0.3134], [4.7918, 2.6341, 0.3387], [6.7250, 1.2284, -0.2618], [6.9912, -1.5897, -0.4792], [4.3267, -2.2721, 0.2197], [2.3923, -0.8629, 0.8241], [1.6596, 1.3031, 1.6982], [2.5571, 2.7904, 1.3501], [-2.0221, 3.9044, 0.9269], [-2.3371, 4.5839, -0.6675], [-3.2520, 2.5769, -1.4819], [-3.6325, 2.3822, 0.2246], [-1.4967, 1.0520, -1.4405]],
  "forces_ev_per_angstrom": [[-0.2, -0.1, -0.4], [0.3, 0.5, 0.0], [0.0, -0.1, 0.4], [0.1, 0.1, -0.1], [0.0, -0.3, 0.0], [0.0, -0.1, -0.1], [0.0, 0.0, 0.2], [-0.1, 0.3, 0.2], [0.0, -0.2, -0.1], [0.1, -0.1, 0.0], [0.3, 0.2, 0.5], [0.1, 0.2, -0.3], [0.0, 0.0, 0.2], [0.0, -0.2, -0.3], [0.0, -0.1, 0.1], [-0.3, 0.0, -0.2], [0.0, 0.0, -0.1], [0.1, -0.1, 0.0], [-0.1, 0.1, 0.0], [0.1, 0.0, 0.1], [-0.1, -0.1, 0.0], [-0.1, -0.1, 0.0], [0.0, -0.1, -0.1], [0.0, 0.1, -0.2], [-0.3, 0.2, 0.2], [0.1, 0.3, -0.2], [0.1, 0.0, 0.1], [-0.1, -0.2, -0.1], [-0.1, 0.1, 0.1], [0.0, -0.1, 0.1], [0.2, 0.1, 0.1], [0.0, -0.2, 0.0], [0.0, 0.0, 0.0], [-0.1, -0.1, -0.3], [0.0, 0.1, 0.1], [0.1, 0.1, 0.0], [0.1, 0.0, 0.0], [-0.1, 0.1, 0.0], [0.1, -0.1, 0.0], [-0.1, -0.1, 0.0], [0.0, 0.1, 0.0], [0.1, 0.0, 0.0], [0.2, -0.1, 0.0], [0.0, -0.1, 0.0], [-0.1, -0.1, 0.0], [0.0, 0.0, 0.1], [-0.1, 0.0, 0.1], [0.0, 0.0, 0.0], [0.1, 0.0, 0.1], [-0.1, 0.0, 0.0], [0.0, 0.0, 0.0], [0.0, -0.1, 0.1]],
  "smiles": "O=C(NCCN1CCNC1=O)[C@H]1CCC(=O)N(CCc2ccc(Cl)cc2)C1",
  "lumo_energy_ha": 0.0221,
  "homo_energy_ev": -8.792
}